Molecular formula: C7H14
Method: DFT, wB97M-V/def2-TZVPD

```
21
Properties=species:S:1:pos:R:3:nbo_charge:R:1
C -0.71857 -1.66691 0.46900 -0.607
C -0.02446 -0.53288 1.22041 -0.215
C 1.13413 -1.07578 2.06414 -0.601
C 0.47186 0.55921 0.26030 -0.387
C -0.59349 1.09123 -0.73296 -0.241
C -0.07134 2.08325 -1.75820 -0.418
C -0.58009 0.75424 -2.19122 -0.414
H -0.03654 -2.11826 -0.26304 0.200
H -1.03982 -2.45538 1.15809 0.207
H -1.60265 -1.31252 -0.07133 0.209
H -0.75656 -0.07609 1.90448 0.191
H 0.78713 -1.83478 2.77571 0.208
H 1.89078 -1.54641 1.42309 0.200
H 1.62800 -0.28159 2.63591 0.207
H 0.95074 1.34576 0.87712 0.207
H 1.28973 0.14953 -0.35129 0.192
H -1.62104 1.04003 -0.45735 0.217
H -0.60357 2.99579 -2.01564 0.217
H 1.01272 2.16221 -1.80728 0.213
H 0.05493 -0.06013 -2.50069 0.208
H -1.57188 0.77949 -2.63926 0.207
```

Properties
SMILES string = CC(C)CC1CC1
Net charge = 0
Energy relative to the best compared isomer or geometry (same formula, charge and spin) = 111.3 kJ/mol
LUMO = 1.23 eV
HOMO energy = -9.85 eV
Energy = -275.07384 hartree